Below is 2 unconnected molecules or ions with the total composition H4N2OS2 at a distorted geometry, with properties calculated with ωB97M-V/def2-TZVPD.

The LUMO energy is -0.78 eV. As for the calculated total energy: -983.45404 Ha. Its orbital gap is 0.30200 Eh.

The geometry in ORCA input format:
```
! wB97M-V def2-TZVPD RIJCOSX def2/J DEFGRID3
* xyz 0 1
N 1.586 -1.388 -0.060
N -1.199 0.868 -0.280
O 2.124 0.566 1.253
S 2.084 0.053 -0.092
S -2.425 0.043 0.410
H -1.970 -1.145 0.124
H 1.751 -1.763 -0.949
H -1.442 1.599 -0.843
H -0.510 1.166 0.438
*
```

Atomic partial charges in e from the Mulliken method, atoms 1 to 4: atom 1 (N): -0.39, atom 2 (N): -0.46, atom 3 (O): -0.42, atom 4 (S): 0.53

***

Below is a gas-phase ion, C7H10N (charge +1) at a distorted geometry, with properties calculated with ωB97M-V/def2-TZVPD.

The LUMO energy is -6.12 eV. As for the calculated total energy: -327.02137 Ha. Its orbital gap is 0.23416 Eh.

The geometry in ORCA input format:
```
! wB97M-V def2-TZVPD RIJCOSX def2/J DEFGRID3
* xyz 1 1
C -1.243 -0.952 0.149
C 0.164 -1.172 0.126
C -2.135 -0.015 -0.100
C 1.548 2.103 0.050
C 1.292 -0.389 -0.080
C -3.502 0.584 -0.073
C 2.674 -1.084 -0.110
N 1.477 0.917 -0.438
H -1.758 -1.934 0.323
H 0.414 -2.146 0.317
H 1.058 2.396 0.914
H 2.091 2.845 -0.505
H -3.955 -0.335 0.185
H -3.830 0.946 -1.087
H -3.411 1.347 0.645
H 3.034 -1.617 0.819
H 3.489 -0.233 -0.224
H 2.909 -1.817 -0.878
*
```

Atomic partial charges in e from the Mulliken method, atoms 1 to 4: atom 1 (C): -0.23, atom 2 (C): -0.72, atom 3 (C): 0.29, atom 4 (C): -0.20

***

Below is 2 unconnected molecules or ions with the total composition CH2Cl2N2 at a distorted geometry, with properties calculated with ωB97M-V/def2-TZVPD.

The LUMO energy (alpha / beta) is 0.73 / -1.50 eV. As for the calculated total energy: -1069.05141 Ha. Its orbital gap (alpha / beta) is 0.37745 / 0.21385 Eh.

The geometry in ORCA input format:
```
! wB97M-V def2-TZVPD RIJCOSX def2/J DEFGRID3
* xyz 0 1
C 0.546 -1.112 -0.514
N -0.528 1.967 0.851
N 0.518 2.159 1.250
Cl 0.403 -1.167 -2.248
Cl -0.981 -0.835 0.230
H 0.967 -2.029 -0.117
H -0.924 1.016 0.548
*
```

Atomic partial charges in e from the Mulliken method, atoms 1 to 4: atom 1 (C): -0.14, atom 2 (N): 0.01, atom 3 (N): -0.25, atom 4 (Cl): -0.10

***

Below is 2 unconnected molecules or ions with the total composition C8H8N4O4 at a distorted geometry, with properties calculated with ωB97M-V/def2-TZVPD.

The LUMO energy is -0.38 eV. As for the SMILES: O=c1cc[nH]c(=O)[nH]1.O=c1cc[nH]c(=O)[nH]1. As for the calculated total energy: -829.58572 Ha. Its orbital gap is 0.32545 Eh.

The geometry in ORCA input format:
```
! wB97M-V def2-TZVPD RIJCOSX def2/J DEFGRID3
* xyz 0 1
O -1.448 -1.451 -0.045
C -2.530 -0.906 0.017
C -3.868 -1.317 0.028
C -5.006 -0.458 0.167
N -4.831 0.904 0.284
C -3.499 1.383 -0.202
O -3.168 2.564 -0.341
N -2.408 0.476 -0.176
H -3.749 -2.488 -0.215
H -5.911 -1.046 0.420
H -5.653 1.405 -0.039
H -1.406 0.836 -0.009
O 6.115 0.676 0.251
C 4.891 0.365 -0.141
C 4.635 -1.029 -0.155
C 3.304 -1.340 -0.110
N 2.302 -0.337 -0.040
C 2.628 1.004 0.029
O 1.905 1.964 0.304
N 3.976 1.223 -0.187
H 5.464 -1.723 -0.358
H 2.624 -2.298 -0.001
H 1.296 -0.646 0.271
H 4.336 2.239 0.247
*
```

Atomic partial charges in e from the Mulliken method, atoms 1 to 4: atom 1 (O): -0.63, atom 2 (C): 0.75, atom 3 (C): -0.61, atom 4 (C): -0.13

***

Below is a single C3H3F2N molecule at a distorted geometry, with properties calculated with ωB97M-V/def2-TZVPD.

The LUMO energy is 0.71 eV. As for the SMILES: N#C[C@@H](F)CF. As for the calculated total energy: -370.55990 Ha. Its orbital gap is 0.45813 Eh.

The geometry in ORCA input format:
```
! wB97M-V def2-TZVPD RIJCOSX def2/J DEFGRID3
* xyz 0 1
N -1.711 1.798 2.332
C -0.871 1.200 1.843
C 0.183 0.468 1.176
F 0.956 -0.253 2.028
C -0.480 -0.566 0.017
F -1.362 -1.398 0.614
H 0.832 1.163 0.624
H 0.336 -1.160 -0.397
H -1.008 0.033 -0.726
*
```

Atomic partial charges in e from the Mulliken method, atoms 1 to 4: atom 1 (N): -0.33, atom 2 (C): 0.12, atom 3 (C): 0.25, atom 4 (F): -0.26